Record 1
Molecular formula: C15H42AlFN9O18
Method: DFT, the ωB97M-V functional and the def2-TZVPD basis

The geometry in XYZ format:
```
86
Properties=species:S:1:pos:R:3:lowdin_charge:R:1
C -0.48 1.73 1.86 -0.127
C -1.83 1.33 1.25 -0.259
C -2.93 0.99 2.26 -0.320
C -2.46 0.11 3.43 -0.302
Al -1.31 -1.48 2.84 0.315
C -1.86 -2.11 0.96 -0.249
C -0.87 -1.95 -0.19 -0.300
F 0.39 -1.46 0.19 -0.143
H 0.31 1.18 1.36 0.044
H -0.27 2.79 1.67 0.050
H -0.42 1.60 2.93 0.050
H -2.17 2.18 0.66 0.087
H -1.70 0.50 0.56 0.068
H -3.46 1.89 2.58 0.090
H -3.68 0.40 1.72 0.062
H -1.85 0.71 4.11 0.021
H -3.33 -0.18 4.02 0.031
H -1.57 -2.69 3.87 -0.100
H 0.25 -1.07 2.98 -0.092
H -2.79 -1.64 0.63 0.035
H -2.06 -3.18 1.06 0.022
H -0.68 -2.91 -0.68 0.090
H -1.27 -1.30 -0.98 0.087
C 1.46 0.42 -2.18 0.041
N 0.56 1.59 -2.02 -0.413
O -0.43 1.66 -2.72 0.067
O 0.89 2.42 -1.19 0.026
H 1.05 -0.23 -2.94 0.100
H 2.43 0.79 -2.45 0.066
H 1.49 -0.09 -1.21 0.085
C 2.94 3.00 1.34 0.051
N 3.65 1.70 1.49 -0.427
O 3.55 0.89 0.59 0.073
O 4.30 1.54 2.51 0.034
H 2.41 2.99 0.40 0.064
H 2.25 3.09 2.17 0.100
H 3.69 3.78 1.38 0.099
C 5.94 -0.27 -4.05 0.056
N 4.48 -0.40 -3.80 -0.435
O 3.74 0.42 -4.30 0.058
O 4.13 -1.34 -3.11 0.064
H 6.10 0.60 -4.67 0.095
H 6.42 -0.15 -3.08 0.098
H 6.27 -1.18 -4.54 0.094
C 7.07 1.21 1.19 0.045
N 8.15 2.04 0.58 -0.453
O 9.29 1.88 0.97 0.059
O 7.81 2.84 -0.27 0.050
H 7.52 0.55 1.92 0.099
H 6.36 1.88 1.65 0.074
H 6.61 0.65 0.39 0.098
C 3.85 -5.19 -4.19 0.049
N 4.95 -4.37 -4.77 -0.452
O 6.07 -4.52 -4.32 0.060
O 4.65 -3.61 -5.67 0.050
H 4.27 -5.82 -3.42 0.094
H 3.12 -4.50 -3.79 0.103
H 3.43 -5.78 -5.00 0.099
C -6.21 2.96 -0.27 0.045
N -5.89 1.62 0.29 -0.442
O -5.08 0.94 -0.31 0.053
O -6.46 1.30 1.32 0.061
H -5.63 3.10 -1.17 0.092
H -7.28 2.97 -0.47 0.096
H -5.95 3.70 0.49 0.099
C -7.28 -1.83 -0.71 0.052
N -8.02 -1.18 -1.83 -0.448
O -8.42 -1.88 -2.74 0.058
O -8.18 0.02 -1.75 0.047
H -7.22 -2.90 -0.91 0.093
H -6.30 -1.38 -0.67 0.089
H -7.84 -1.64 0.20 0.103
C -1.05 -5.79 4.94 0.028
N -2.43 -5.63 4.41 -0.456
O -2.56 -4.91 3.45 0.033
O -3.32 -6.21 5.02 0.020
H -0.38 -5.21 4.32 0.086
H -1.04 -5.43 5.96 0.096
H -0.81 -6.85 4.90 0.090
C -0.84 5.36 -1.40 0.044
N -1.24 6.27 -0.30 -0.454
O -1.39 7.45 -0.57 0.046
O -1.39 5.78 0.80 0.064
H -0.75 5.94 -2.31 0.091
H 0.10 4.90 -1.13 0.081
H -1.61 4.60 -1.50 0.100
```

- Total energy: -2785.3150 hartree
- Net charge: -1


Record 2
Molecular formula: C15H42F2N4O9S2
Method: DFT, the ωB97M-V functional and the def2-TZVPD basis

The geometry in XYZ format:
```
74
Properties=species:S:1:pos:R:3:lowdin_charge:R:1
N -10.18 -10.52 -10.71 -0.236
S -11.42 -10.81 -9.84 0.459
O -12.49 -11.69 -10.34 -0.331
O -11.81 -9.88 -8.76 -0.321
F -10.68 -11.92 -8.91 -0.249
S -11.12 -9.79 -11.83 0.523
O -12.28 -8.94 -11.58 -0.298
O -11.10 -10.58 -13.05 -0.320
F -10.13 -8.57 -12.24 -0.228
C -6.11 -4.74 -8.69 -0.528
O -5.45 -5.60 -7.84 -0.486
H -6.73 -3.99 -8.20 0.004
H -5.53 -4.19 -9.43 0.002
H -6.85 -5.22 -9.34 0.011
C 2.34 -2.08 -5.37 -0.070
C 1.45 -2.65 -4.19 -0.392
C 2.03 -2.18 -2.85 -0.246
O 1.07 -2.52 -1.86 -0.209
C 1.45 -2.15 -0.49 -0.069
N 0.10 -2.06 -4.30 0.047
H 1.95 -2.31 -6.37 0.069
H 3.34 -2.49 -5.26 0.061
H 2.45 -1.00 -5.31 0.066
H 1.53 -3.74 -4.16 0.135
H 2.18 -1.10 -2.75 0.117
H 2.96 -2.68 -2.61 0.117
H 2.38 -2.66 -0.25 0.077
H 0.62 -2.28 0.20 0.084
H 1.66 -1.08 -0.45 0.071
H 0.20 -1.11 -3.99 0.070
H -0.08 -2.21 -5.28 0.071
C -4.16 -10.14 -17.66 -0.079
C -3.65 -9.95 -16.18 -0.459
C -3.51 -8.48 -15.84 -0.200
O -2.99 -8.41 -14.47 -0.172
C -2.11 -7.25 -14.24 -0.085
N -4.58 -10.67 -15.34 0.054
H -4.35 -11.13 -18.06 0.068
H -3.51 -9.54 -18.30 0.060
H -5.13 -9.64 -17.77 0.069
H -2.65 -10.37 -16.22 0.128
H -4.54 -8.13 -15.86 0.119
H -3.05 -7.87 -16.62 0.121
H -1.15 -7.45 -14.70 0.075
H -1.98 -7.25 -13.16 0.085
H -2.47 -6.24 -14.44 0.080
H -4.85 -11.47 -15.89 0.063
H -5.32 -9.98 -15.41 0.073
C -12.26 -2.33 -3.96 -0.080
C -10.75 -2.25 -3.96 -0.462
C -10.29 -0.78 -4.23 -0.200
O -8.87 -0.62 -4.08 -0.161
C -8.45 0.55 -4.75 -0.128
N -10.17 -2.78 -2.76 0.052
H -12.58 -1.61 -3.20 0.069
H -12.48 -3.36 -3.67 0.079
H -12.84 -2.03 -4.83 0.078
H -10.41 -2.84 -4.80 0.145
H -10.84 -0.06 -3.62 0.112
H -10.65 -0.46 -5.21 0.115
H -7.37 0.43 -4.70 0.087
H -8.51 1.42 -4.09 0.072
H -8.76 0.86 -5.75 0.089
H -10.68 -3.62 -2.52 0.066
H -10.67 -2.24 -2.07 0.064
C -11.26 -1.06 -12.83 -0.080
C -12.25 -1.08 -11.65 -0.310
O -12.63 0.26 -11.29 -0.098
H -10.24 -1.20 -12.46 0.067
H -11.40 -0.19 -13.47 0.074
H -11.29 -2.05 -13.29 0.070
H -12.00 -1.67 -10.77 0.111
H -13.13 -1.62 -12.01 0.095
H -13.54 0.29 -11.00 0.071
```

- Net charge: -2
- Energy relative to the best compared isomer or geometry (same formula, charge and spin): 384.4 kJ/mol


Record 3
Molecular formula: C15H43N3O15S5
Method: DFT, the ωB97M-V functional and the def2-TZVPD basis

The geometry in XYZ format:
```
81
Properties=species:S:1:pos:R:3:lowdin_charge:R:1
C 11.38 7.44 8.74 0.059
N 12.04 6.10 8.62 -0.385
O 12.93 6.04 7.76 0.048
O 11.66 5.17 9.35 0.041
H 12.21 8.12 8.80 0.071
H 10.75 7.40 9.57 0.075
H 10.83 7.56 7.85 0.087
C 12.76 9.68 11.16 0.068
N 13.05 10.69 10.10 -0.376
O 13.02 11.84 10.49 0.066
O 13.31 10.39 8.93 0.027
H 13.66 9.15 11.19 0.047
H 11.86 9.09 10.95 0.106
H 12.64 10.09 12.15 0.084
C 11.80 4.80 12.31 0.053
N 13.10 5.47 12.53 -0.440
O 13.31 6.53 11.94 0.012
O 13.87 4.99 13.29 0.104
H 11.59 4.32 13.26 0.105
H 11.93 4.07 11.51 0.094
H 11.11 5.55 12.00 0.084
C 15.65 8.24 9.63 -0.256
S 16.68 8.54 8.19 0.823
O 18.08 8.94 8.67 -0.553
C 16.62 6.95 7.62 -0.315
H 15.53 9.14 10.19 -0.010
H 16.16 7.45 10.21 0.072
H 14.77 7.72 9.21 0.045
H 15.63 6.59 7.47 0.043
H 17.04 6.26 8.35 0.072
H 17.25 6.81 6.73 0.069
C 18.29 8.42 12.35 -0.247
S 19.89 9.17 12.77 0.821
O 20.82 8.09 13.31 -0.584
C 20.54 9.43 11.16 -0.297
H 17.98 8.94 11.43 0.018
H 17.68 8.59 13.22 0.020
H 18.42 7.32 12.23 0.075
H 20.35 8.58 10.49 0.058
H 21.61 9.56 11.18 0.050
H 19.96 10.27 10.70 0.058
C 16.11 13.70 10.97 -0.262
S 16.80 12.19 10.28 0.817
O 16.12 11.02 10.90 -0.567
C 16.13 12.32 8.60 -0.226
H 16.49 14.63 10.48 0.069
H 16.21 13.80 12.04 0.053
H 15.05 13.57 10.77 0.032
H 15.05 12.22 8.63 0.029
H 16.63 11.50 8.06 0.034
H 16.46 13.32 8.27 0.062
O 10.32 10.19 6.32 -0.289
S 9.62 10.78 7.46 0.553
O 9.21 9.90 8.54 -0.291
O 10.48 11.89 8.06 -0.259
C 11.55 12.60 7.47 -0.261
C 11.36 14.10 7.72 -0.047
C 8.21 11.63 6.86 -0.109
H 11.62 12.36 6.38 0.129
H 12.49 12.15 7.82 0.089
H 12.19 14.65 7.23 0.096
H 11.36 14.31 8.78 0.076
H 10.41 14.40 7.28 0.071
H 8.65 12.39 6.27 0.058
H 7.50 11.84 7.69 0.098
H 7.69 10.90 6.29 0.062
O 13.71 8.73 16.87 -0.288
S 13.40 8.31 15.52 0.594
O 12.67 7.06 15.45 -0.286
O 12.75 9.59 14.76 -0.306
C 11.71 10.21 15.63 -0.234
C 10.94 11.10 14.69 -0.071
C 14.84 8.37 14.54 -0.133
H 12.26 10.68 16.43 0.113
H 11.07 9.38 15.96 0.124
H 10.08 11.68 15.13 0.098
H 10.60 10.33 13.95 0.099
H 11.51 11.87 14.27 0.052
H 15.26 9.38 14.74 0.094
H 14.70 8.10 13.51 0.050
H 15.45 7.58 14.96 0.084
```

- Total energy: -3880.6730 hartree


Record 4
Molecular formula: C15H43N4O9V
Method: DFT, the ωB97M-V functional and the def2-TZVPD basis

The geometry in XYZ format:
```
72
Properties=species:S:1:pos:R:3:mulliken_spin:R:1
O 0.04 -1.32 -0.84 0.024
V 0.28 -0.16 0.21 0.964
O 1.04 -0.76 1.42 0.021
C -2.91 2.75 0.22 -0.005
C -1.71 2.32 -0.65 0.012
C -1.48 3.22 -1.86 -0.001
O -0.47 1.94 -0.06 -0.019
H -2.57 3.47 0.96 0.001
H -3.20 1.99 0.94 0.001
H -3.88 3.11 -0.15 0.000
H -1.94 1.43 -1.24 0.003
H -1.39 4.29 -1.65 0.000
H -2.36 3.20 -2.50 0.000
H -0.74 2.92 -2.60 0.000
C 2.81 1.26 -1.26 0.008
O 2.34 0.35 -0.63 -0.053
N 4.07 1.41 -1.59 0.004
N 2.06 2.23 -1.69 -0.006
H 4.20 2.20 -2.21 -0.001
H 4.59 0.55 -1.69 -0.001
H 2.46 2.84 -2.39 -0.002
H 1.11 2.31 -1.36 0.010
C -2.29 -0.22 2.52 0.012
O -1.53 -0.38 1.62 0.012
N -2.34 0.75 3.32 -0.001
N -3.26 -1.05 2.69 0.002
H -1.83 1.55 2.97 0.000
H -3.21 0.81 3.83 0.000
H -3.87 -0.86 3.47 0.000
H -3.27 -1.87 2.11 -0.001
C -0.27 -3.64 2.80 0.003
C -1.39 -4.66 3.10 0.000
O -2.46 -4.20 2.39 0.000
H -0.39 -2.69 3.33 0.000
H -0.14 -3.27 1.78 -0.001
H 0.69 -3.99 3.17 -0.001
H -1.47 -4.65 4.18 0.000
H -1.15 -5.63 2.66 0.000
H -3.30 -4.61 2.62 0.000
C 2.91 -3.17 0.77 -0.002
C 4.17 -2.31 0.34 0.000
O 4.80 -2.76 -0.80 0.000
H 3.24 -4.20 0.87 0.000
H 2.22 -3.17 -0.08 0.001
H 2.47 -2.88 1.73 0.002
H 4.87 -2.48 1.16 -0.001
H 3.92 -1.26 0.28 0.002
H 5.20 -2.10 -1.36 0.000
C -0.66 -2.99 -4.44 -0.001
C -1.74 -2.06 -4.97 -0.001
C -1.28 -0.55 -4.67 0.002
O -1.67 -2.32 -6.37 0.000
H -0.20 -2.47 -3.60 0.004
H 0.23 -3.13 -5.05 0.000
H -1.16 -3.92 -4.16 0.000
H -2.72 -2.23 -4.52 0.000
H -1.47 -0.46 -3.60 -0.001
H -1.84 0.21 -5.21 0.000
H -0.24 -0.43 -4.96 0.000
H -2.33 -3.01 -6.47 0.000
C 1.77 2.80 2.50 0.017
C 0.59 3.74 2.76 -0.006
C 0.59 4.90 1.84 0.000
O -0.60 3.06 2.62 0.001
H 2.58 3.00 3.21 0.001
H 2.23 3.06 1.55 -0.003
H 1.57 1.73 2.45 -0.006
H 0.60 4.04 3.80 0.000
H 0.81 4.60 0.81 0.000
H 1.27 5.70 2.09 0.000
H -0.41 5.33 1.83 0.000
H -0.60 2.81 1.69 0.006
```

- Total energy: -2437.5105 hartree
- Net charge: -1
- Multiplicity: 2


Record 5
Molecular formula: C15H43O7S6
Method: DFT, the ωB97M-V functional and the def2-TZVPD basis

The geometry in XYZ format:
```
71
Properties=species:S:1:pos:R:3:lowdin_charge:R:1
C -35.86 12.75 -6.44 -0.074
C -36.28 14.23 -6.69 -0.740
C -36.53 14.94 -5.34 -0.102
O -35.47 14.91 -7.48 -0.275
H -35.04 12.70 -5.70 0.052
H -35.53 12.40 -7.41 0.054
H -36.70 12.19 -6.00 0.044
H -37.37 14.17 -7.10 0.074
H -36.98 15.92 -5.54 0.058
H -35.56 15.10 -4.83 0.053
H -37.23 14.38 -4.69 0.052
C -39.38 9.66 -2.73 -0.272
S -38.14 9.22 -3.92 0.788
O -38.20 10.28 -4.93 -0.548
C -39.08 7.81 -4.55 -0.263
H -39.27 9.08 -1.82 0.056
H -40.36 9.54 -3.20 0.053
H -39.22 10.72 -2.56 0.041
H -38.54 7.31 -5.35 0.040
H -40.06 8.12 -4.87 0.053
H -39.12 7.11 -3.70 0.057
C -37.64 15.35 -10.00 -0.278
S -37.01 16.92 -10.57 0.769
O -35.73 16.66 -11.19 -0.534
C -38.21 17.22 -11.90 -0.277
H -37.62 14.62 -10.81 0.059
H -38.62 15.48 -9.55 -0.003
H -36.91 15.03 -9.22 0.029
H -39.11 17.67 -11.46 0.042
H -38.48 16.30 -12.40 0.040
H -37.77 17.98 -12.55 0.040
C -37.61 10.64 -8.94 -0.244
S -36.72 9.07 -9.09 0.810
O -37.76 8.05 -9.44 -0.585
C -36.36 8.78 -7.34 -0.260
H -38.38 10.45 -9.71 0.053
H -36.98 11.49 -9.14 0.043
H -38.16 10.68 -8.00 0.038
H -37.30 8.84 -6.83 0.009
H -35.71 9.63 -7.04 0.056
H -35.79 7.87 -7.21 0.045
C -32.53 16.24 -5.21 -0.272
S -32.00 14.58 -5.45 0.786
O -30.93 14.62 -6.46 -0.546
C -31.23 14.35 -3.84 -0.291
H -32.71 16.39 -4.12 0.052
H -33.47 16.41 -5.72 0.038
H -31.71 16.90 -5.48 0.057
H -32.02 14.46 -3.10 0.035
H -30.43 15.08 -3.66 0.058
H -30.81 13.35 -3.81 0.041
C -39.49 13.42 -6.70 -0.243
S -40.46 14.49 -7.80 0.800
O -41.84 13.99 -7.90 -0.562
C -40.55 15.89 -6.71 -0.272
H -38.84 14.10 -6.15 0.011
H -38.99 12.66 -7.24 0.020
H -40.21 13.07 -5.94 0.068
H -41.18 16.61 -7.23 0.044
H -39.55 16.29 -6.56 0.054
H -41.02 15.66 -5.75 0.062
C -36.93 12.53 -0.60 -0.257
S -35.71 11.30 -1.09 0.792
O -36.44 10.14 -1.57 -0.578
C -35.14 12.07 -2.59 -0.262
H -37.68 12.67 -1.37 0.049
H -36.39 13.44 -0.34 0.049
H -37.42 12.12 0.29 0.049
H -36.00 12.02 -3.27 0.050
H -34.35 11.46 -3.04 0.059
H -34.83 13.10 -2.49 0.052
```

- Net charge: -1
- Energy relative to the best compared isomer or geometry (same formula, charge and spin): 0.0 kJ/mol


Record 6
Molecular formula: C15H44O7
Method: DFT, the ωB97M-V functional and the def2-TZVPD basis

The geometry in XYZ format:
```
66
Properties=species:S:1:pos:R:3:lowdin_charge:R:1
C -6.19 0.51 -3.17 -0.056
C -4.94 1.36 -2.99 -0.491
C -4.21 1.07 -1.67 -0.064
O -4.08 1.10 -4.08 -0.052
H -6.03 -0.55 -2.94 0.078
H -6.45 0.52 -4.23 0.079
H -7.05 0.94 -2.65 0.079
H -5.24 2.41 -3.03 0.130
H -3.18 1.44 -1.64 0.072
H -4.27 0.01 -1.43 0.075
H -4.54 1.58 -0.76 0.073
H -3.18 1.37 -3.91 0.080
C 0.10 0.31 0.11 -0.054
C 0.99 1.52 -0.04 -0.470
C 2.44 1.22 0.29 -0.049
O 0.89 2.01 -1.40 -0.070
H 0.48 -0.53 -0.48 0.081
H -0.93 0.50 -0.21 0.068
H 0.18 0.04 1.17 0.057
H 0.64 2.36 0.56 0.140
H 2.60 0.98 1.33 0.056
H 3.05 2.03 -0.11 0.090
H 2.77 0.30 -0.21 0.074
H 1.20 1.27 -1.94 0.033
C 6.37 -1.16 -3.36 -0.073
C 4.88 -0.98 -3.38 -0.504
C 4.21 -1.98 -2.41 -0.049
O 4.58 0.36 -3.03 -0.059
H 6.76 -1.22 -2.33 0.083
H 6.92 -0.34 -3.84 0.080
H 6.74 -2.05 -3.87 0.079
H 4.54 -1.09 -4.42 0.134
H 3.14 -2.05 -2.58 0.064
H 4.50 -1.70 -1.40 0.073
H 4.65 -2.96 -2.64 0.076
H 3.64 0.53 -3.19 0.042
C -4.15 -0.26 2.00 -0.055
C -4.92 0.76 2.81 -0.471
C -5.53 0.21 4.10 -0.050
O -4.03 1.83 3.17 -0.075
H -3.42 -0.83 2.60 0.083
H -3.55 0.21 1.22 0.064
H -4.84 -0.98 1.56 0.086
H -5.72 1.16 2.17 0.135
H -4.71 -0.07 4.77 0.086
H -6.07 -0.72 3.90 0.081
H -6.19 0.94 4.57 0.076
H -4.52 2.61 3.43 0.106
C 4.58 -0.81 2.65 -0.049
C 3.57 -1.47 3.61 -0.481
C 2.33 -1.88 2.84 -0.064
O 4.16 -2.57 4.27 -0.054
H 4.71 -1.52 1.83 0.074
H 5.54 -0.67 3.16 0.077
H 4.24 0.17 2.32 0.056
H 3.32 -0.76 4.41 0.137
H 1.60 -1.07 2.73 0.062
H 1.74 -2.65 3.36 0.082
H 2.52 -2.20 1.81 0.078
H 4.03 -3.35 3.72 0.085
O -1.29 1.42 3.25 -0.080
H -1.36 0.54 2.87 0.000
H -2.21 1.77 3.21 0.008
O 1.61 0.47 -3.85 -0.036
H 0.90 -0.18 -3.85 0.064
H 1.68 0.77 -4.76 0.069
```

- Energy relative to the best compared isomer or geometry (same formula, charge and spin): 115.0 kJ/mol
- Structure (SMILES): CC(C)O.CC(C)O.CC(C)O.CC(C)O.CC(C)O.O.O